1.
C27H41CsN5O5S2Si | ωB97M-V with the def2-TZVPD basis set

Properties
LUMO energy (eV): 2.1
Kohn-Sham gap (eV): 6.78

```
! wB97M-V def2-TZVPD RIJCOSX def2/J DEFGRID3
* xyz -1 1
Cs -1.3514 0.3252 1.7476
O -3.0339 -2.0695 3.5677
N -2.6252 -0.8956 3.7168
N -3.4669 0.0708 3.4928
O -2.9760 1.2992 3.4804
C -4.8481 -0.0824 3.1484
C -5.4357 0.9570 2.4345
C -6.7764 0.8938 2.0919
C -7.5486 -0.1932 2.4756
C -6.9648 -1.2146 3.2119
C -5.6199 -1.1731 3.5481
H -4.8262 1.8125 2.1836
H -7.2209 1.7049 1.5286
H -8.5965 -0.2407 2.2071
H -7.5605 -2.0623 3.5272
H -5.1679 -1.9740 4.1072
C 1.4566 0.0631 8.7180
N 2.5034 0.0716 7.7238
C 3.8555 -0.0379 7.9639
C 4.4814 -0.0081 6.7818
N 3.5106 0.1189 5.7868
C 2.2439 0.1651 6.3783
S 0.7210 0.2996 5.7536
C 3.8227 0.1575 4.4016
C 5.1515 0.2509 3.9806
C 5.4007 0.2706 2.6197
C 4.3431 0.2100 1.7261
C 3.0659 0.1326 2.2538
N 2.8144 0.1006 3.5586
H 1.9190 0.0224 9.7026
H 0.8035 -0.7971 8.5721
H 0.8451 0.9592 8.6230
H 4.2576 -0.1264 8.9571
H 5.5298 -0.0774 6.5739
H 5.9726 0.3179 4.6769
H 6.4219 0.3412 2.2668
H 4.4925 0.2313 0.6559
H 2.1996 0.1022 1.6075
C -3.6258 -0.2765 -3.6067
C -2.2476 -0.9296 -3.5555
C -2.2185 -2.0140 -2.4802
C -1.9040 -1.5200 -4.9232
O -1.3406 0.1086 -3.2285
Si 0.2568 0.1136 -2.7804
S 0.5270 0.3799 -0.7747
O 0.8605 -1.3086 -3.3892
C 2.1908 -1.6806 -3.7182
C 2.4698 -1.2599 -5.1609
C 2.2459 -3.1994 -3.5863
C 3.2069 -1.0386 -2.7760
O 0.9792 1.2745 -3.7261
C 0.5904 2.6059 -4.0208
C -0.2775 2.5770 -5.2777
C -0.1758 3.2471 -2.8657
C 1.8815 3.3783 -4.2762
H -4.3909 -1.0096 -3.8713
H -3.6289 0.5222 -4.3509
H -3.8704 0.1563 -2.6357
H -2.9393 -2.8013 -2.7127
H -2.4666 -1.5842 -1.5086
H -1.2214 -2.4506 -2.4162
H -2.6291 -2.2900 -5.1969
H -0.9065 -1.9561 -4.8995
H -1.9239 -0.7346 -5.6820
H 1.7722 -1.7568 -5.8385
H 3.4901 -1.5246 -5.4499
H 2.3371 -0.1820 -5.2533
H 1.5024 -3.6591 -4.2400
H 2.0257 -3.4870 -2.5572
H 3.2353 -3.5754 -3.8569
H 3.1976 0.0472 -2.8859
H 4.2081 -1.4129 -3.0031
H 2.9550 -1.2678 -1.7404
H -1.1715 1.9834 -5.0824
H 0.2736 2.1155 -6.0997
H -0.5756 3.5862 -5.5728
H -1.1037 2.7060 -2.6743
H -0.4126 4.2847 -3.1129
H 0.4232 3.2176 -1.9556
H 2.4507 2.9001 -5.0757
H 2.4904 3.3791 -3.3710
H 1.6668 4.4105 -4.5622
*
```


2.
C27H41HgNP2 | ωB97M-V with the def2-TZVPD basis set

Properties
LUMO energy (spin up / spin down) (eV): -1.2 / -1.5
Kohn-Sham gap (spin up / spin down) (eV): 3.39 / 3.05

```
! wB97M-V def2-TZVPD RIJCOSX def2/J DEFGRID3
* xyz 0 1
P 1.3329 -2.5113 0.3277
P 0.6363 1.1201 0.4781
C 1.1115 -1.2381 -1.0228
C 1.4726 0.2410 -0.8924
H 0.0544 -1.3428 -1.3023
H 1.7046 -1.6226 -1.8586
H 2.5549 0.3935 -0.7624
H 1.1683 0.7720 -1.8096
C -0.9642 1.6042 -0.3174
H -1.3023 2.5250 0.1856
H -1.6854 0.7956 -0.1363
H -0.8152 1.7699 -1.3964
C 1.6195 2.7047 0.4022
H 1.3827 3.2889 -0.5013
H 2.6802 2.4242 0.3966
H 1.4212 3.3245 1.2885
C 0.0195 -3.6423 -0.3110
H 0.1991 -4.6107 0.1543
H 0.1033 -3.7375 -1.3954
H -1.0049 -3.3271 -0.0739
C 2.7970 -3.3878 -0.3197
H 3.6077 -2.6738 -0.5355
H 2.4479 -3.8384 -1.2681
H 3.1671 -4.1787 0.3500
Hg -1.2470 -0.8944 -3.6927
C -0.0034 0.6655 -4.7544
C -1.3885 0.8516 -5.0266
C -2.0115 0.4130 -6.3243
C -1.6068 -0.9991 -6.7805
C -1.2544 -1.9752 -5.6628
C 0.0754 -2.1475 -5.1697
C 1.2748 -1.3594 -5.6191
C 0.9472 0.1263 -5.8100
C 0.5203 -1.9468 1.7860
H 0.4646 1.3496 -4.0417
H -1.9336 1.6713 -4.5576
H -1.7801 1.1238 -7.1323
H -3.1060 0.4294 -6.1631
H -2.5040 -1.4336 -7.2510
H -0.8329 -0.9106 -7.5562
H -1.9536 -2.8254 -5.6390
H 0.3729 -3.1045 -4.7464
H 1.7083 -1.7637 -6.5510
H 2.0671 -1.4656 -4.8545
H 1.8946 0.6805 -5.7436
H 0.5787 0.2916 -6.8319
H 0.7668 -0.9267 2.1248
H 0.6261 -2.6709 2.6188
H -0.5559 -1.9404 1.5322
C 0.0648 5.1860 4.5023
C -0.3833 4.6209 3.2996
C -0.6597 3.2635 3.2382
C -0.4475 2.4016 4.3679
C -0.0109 3.0128 5.5776
C 0.2299 4.3850 5.6455
N -0.7117 1.0891 4.1899
C -0.8577 0.1199 5.1412
C 0.1343 -0.2039 6.1050
C -0.0963 -1.1790 7.0642
C -1.3136 -1.8591 7.0981
C -2.3033 -1.5827 6.1491
C -2.0715 -0.6394 5.1568
H 0.2765 6.2552 4.5572
H -0.5141 5.2426 2.4119
H -1.0508 2.7967 2.3355
H 0.1325 2.3739 6.4526
H 0.5531 4.8284 6.5846
H 1.0809 0.3465 6.0574
H 0.6941 -1.4079 7.7913
H -1.5018 -2.6085 7.8829
H -3.2648 -2.1067 6.1744
H -2.8066 -0.4258 4.3835
*
```


3.
C27H41NP2Pt | ωB97M-V with the def2-TZVPD basis set

Properties
LUMO energy (spin up / spin down) (eV): -5.7 / -9.8
⟨S²⟩: 6.029
Kohn-Sham gap (spin up / spin down) (eV): 3.84 / 3.75

```
! wB97M-V def2-TZVPD RIJCOSX def2/J DEFGRID3
* xyz 2 5
P -1.4175 1.8559 0.5034
P 0.4969 -1.1328 -0.3511
C -1.5675 0.7738 -0.9473
C -1.1848 -0.7013 -0.8511
H -1.1283 1.2771 -1.8188
H -2.6600 0.8033 -1.0254
H -1.9322 -1.2898 -0.3047
H -1.0898 -1.1069 -1.8580
C 1.6304 -0.9256 -1.7373
H 2.6035 -1.3553 -1.4435
H 1.7675 0.1478 -1.9385
H 1.2376 -1.4408 -2.6254
C 0.4049 -2.8253 0.2480
H -0.0252 -3.4686 -0.5360
H -0.2182 -2.8489 1.1541
H 1.4217 -3.1605 0.5129
C -1.1715 3.5783 0.0621
H -0.8941 4.1276 0.9737
H -2.1125 3.9699 -0.3548
H -0.3528 3.6559 -0.6674
C -2.8117 1.5914 1.6155
H -2.8436 0.5354 1.9204
H -3.7361 1.8745 1.0881
H -2.6635 2.2173 2.5014
Pt 0.4016 0.6724 1.0401
C -2.8764 -1.5728 -2.9491
C -1.9183 -0.9948 -3.7090
C -2.2396 -0.0703 -4.8436
C -3.3108 0.9905 -4.5065
C -3.3384 1.4027 -3.0650
C -4.1762 0.8632 -2.1453
C -5.0510 -0.3276 -2.4389
C -4.3494 -1.4578 -3.2173
C 0.3779 2.0149 2.6450
H -2.6520 -2.3825 -2.2454
H -0.9059 -1.4059 -3.7666
H -2.5692 -0.6507 -5.7243
H -1.3196 0.4486 -5.1644
H -3.0888 1.8870 -5.1096
H -4.2994 0.6435 -4.8531
H -2.7649 2.3093 -2.8571
H -4.4967 1.4264 -1.2642
H -5.9500 -0.0100 -2.9974
H -5.4310 -0.7455 -1.4907
H -4.8195 -2.4078 -2.9135
H -4.5654 -1.3663 -4.2966
H 0.5600 1.4252 3.5483
H -0.5211 2.6167 2.8151
H 1.2283 2.6957 2.5343
C 4.0171 -3.7971 1.7523
C 4.3023 -2.8110 0.8002
C 3.6763 -1.5626 0.8736
C 2.7187 -1.2989 1.8904
C 2.4583 -2.3023 2.8492
C 3.0997 -3.5333 2.7836
N 2.1938 -0.0010 2.0161
C 3.0557 0.7901 2.8036
C 3.3396 0.4421 4.1534
C 4.2464 1.1706 4.9137
C 4.9409 2.2486 4.3501
C 4.6911 2.5946 3.0184
C 3.7490 1.9019 2.2601
H 4.5217 -4.7616 1.7019
H 5.0214 -3.0008 0.0060
H 3.9352 -0.7517 0.2008
H 1.7560 -2.0655 3.6567
H 2.9025 -4.2935 3.5404
H 2.8259 -0.4213 4.5850
H 4.4260 0.8928 5.9608
H 5.6655 2.8097 4.9467
H 5.2426 3.4255 2.5643
H 3.5368 2.1684 1.2266
*
```


4.
C27H42AuFN2Si4Te | ωB97M-V with the def2-TZVPD basis set

Properties
LUMO energy (eV): -1.8
Kohn-Sham gap (eV): 4.99

```
! wB97M-V def2-TZVPD RIJCOSX def2/J DEFGRID3
* xyz 0 1
Au -2.5112 -0.2949 0.7608
C 0.1647 -0.3147 -3.2882
Si 1.6818 -1.1213 -2.5436
C 1.3923 -2.9656 -2.3977
C 3.1479 -0.8358 -3.6847
Si 2.1530 -0.1804 -0.4623
Te 0.2642 -0.4716 1.1389
Si 3.8933 -1.2966 0.6403
C 4.2432 -0.4610 2.2801
C 5.4637 -1.2894 -0.3917
C 3.3905 -3.0750 0.9557
Si 2.5654 2.1219 -0.5869
C 4.2552 2.4256 -1.3503
C 1.2518 2.9463 -1.6364
C 2.5303 2.8497 1.1370
H -0.0826 -0.8068 -4.2318
H 0.3377 0.7393 -3.4903
H -0.6969 -0.3843 -2.6249
H 1.0660 -3.3584 -3.3637
H 0.6296 -3.1844 -1.6592
H 2.3010 -3.4889 -2.1090
H 2.9446 -1.2818 -4.6606
H 4.0620 -1.2787 -3.2959
H 3.3332 0.2263 -3.8362
H 4.6521 0.5378 2.1402
H 4.9721 -1.0516 2.8388
H 3.3356 -0.3728 2.8761
H 5.7974 -0.2790 -0.6175
H 5.3237 -1.8092 -1.3375
H 6.2623 -1.7964 0.1526
H 2.5011 -3.1210 1.5823
H 4.1999 -3.6000 1.4674
H 3.1743 -3.6044 0.0316
H 4.3333 2.0117 -2.3539
H 5.0496 1.9882 -0.7487
H 4.4342 3.5011 -1.4137
H 1.3345 2.6539 -2.6814
H 1.3698 4.0305 -1.5787
H 0.2488 2.6932 -1.2943
H 3.3273 2.4478 1.7584
H 1.5848 2.6352 1.6306
H 2.6543 3.9328 1.0753
F -0.1106 -5.4797 2.4638
C -0.9855 -4.6485 1.8525
C -0.8162 -4.3961 0.4945
C -1.6944 -3.5384 -0.1179
C -2.7418 -2.9388 0.6076
C -3.5890 -1.9660 -0.0204
C -2.9044 -3.2665 1.9611
C -2.0243 -4.1151 2.5970
H -0.0012 -4.8606 -0.0368
H -1.5658 -3.2844 -1.1607
H -4.5815 -1.8106 0.3811
H -3.5402 -1.8775 -1.0970
H -3.7176 -2.8272 2.5144
H -2.1213 -4.3656 3.6424
N -1.7362 -0.0987 5.3753
C -2.9450 -0.7266 5.5289
C -3.4226 -0.8912 4.2693
N -2.5331 -0.3781 3.3532
C -1.5329 0.0869 4.0561
H -1.1075 0.1790 6.1112
H -3.3433 -0.9824 6.4908
H -4.3601 -1.3177 3.9695
H -0.6552 0.5592 3.6559
C -3.2609 1.3257 -0.1012
C -3.7323 2.3181 -0.5985
C -4.2552 3.5035 -1.2121
C -4.1768 3.6786 -2.5933
C -4.6826 4.8206 -3.1879
C -5.2741 5.8087 -2.4142
C -5.3551 5.6440 -1.0389
C -4.8509 4.5021 -0.4427
H -3.7122 2.9070 -3.1919
H -4.6129 4.9397 -4.2608
H -5.6692 6.7012 -2.8800
H -5.8131 6.4089 -0.4266
H -4.9112 4.3694 0.6289
*
```


Calculated molecular weight in order - 740.8; 642.2; 636.7; 850.6 g mol⁻¹
Calculated energy relative to the best compared isomer or geometry (same formula, charge and spin) in order - 33.1; 0.0; 38.2; 38.7 kcal per mole